Molecular formula: C3H7I2NS
Method: DFT, the ωB97M-V functional and the def2-TZVPD basis

Positions of all 14 atoms, in Å:
C1 -0.63146 -0.03929 1.48621
C2 0.98561 1.27467 -0.39420
C3 -0.80477 -0.61796 0.11060
N1 0.33186 -0.44024 -0.68045
S1 0.69184 -1.12701 -2.10277
I1 -2.57382 0.56696 -0.89091
I2 -1.52206 -2.69418 0.17685
H1 -1.45764 -0.30470 2.18006
H2 -0.65872 0.99012 1.24450
H3 0.43252 -0.34918 1.82003
H4 0.23624 2.01402 -0.40425
H5 1.57738 1.15969 0.48495
H6 1.64290 1.54772 -1.14783
H7 1.75012 -1.98061 -1.88280

Output
Net charge = 0
Energy relative to the best compared isomer or geometry (same formula, charge and spin) = 37.85 kcal per mole

Molecular formula: C3H7IN
Method: DFT, the ωB97M-V functional and the def2-TZVPD basis

Positions of all 12 atoms, in Å:
C1 -0.14335 1.37301 -0.33009
C2 -0.52067 0.56667 0.87392
C3 0.35409 -1.01095 -0.71439
N1 0.57998 0.11332 0.06266
I1 0.55644 -3.16891 0.89394
H1 -0.92255 1.33657 -1.19265
H2 0.37282 2.27866 -0.20616
H3 -0.39626 0.98009 1.78993
H4 -1.46071 0.05410 0.69356
H5 -0.79884 -1.30216 -0.94943
H6 0.97019 -1.40529 -1.49103
H7 1.40887 0.18490 0.56975

Output
Net charge = +1
Energy relative to the best compared isomer or geometry (same formula, charge and spin) = 83.66 kcal per mole

> Number 2 is which compound?

C3H7IN

Copy entry 1 word for word.
Molecular formula: C3H7I2NS
Method: DFT, the ωB97M-V functional and the def2-TZVPD basis

Positions of all 14 atoms, in Å:
C1 -0.63146 -0.03929 1.48621
C2 0.98561 1.27467 -0.39420
C3 -0.80477 -0.61796 0.11060
N1 0.33186 -0.44024 -0.68045
S1 0.69184 -1.12701 -2.10277
I1 -2.57382 0.56696 -0.89091
I2 -1.52206 -2.69418 0.17685
H1 -1.45764 -0.30470 2.18006
H2 -0.65872 0.99012 1.24450
H3 0.43252 -0.34918 1.82003
H4 0.23624 2.01402 -0.40425
H5 1.57738 1.15969 0.48495
H6 1.64290 1.54772 -1.14783
H7 1.75012 -1.98061 -1.88280

Output
Net charge = 0
Energy relative to the best compared isomer or geometry (same formula, charge and spin) = 37.85 kcal per mole